# 1
An isolated ion of composition C4H9ClNO and charge +1 in a non-equilibrium geometry. Source: the OMol25 dataset; level of theory: ωB97M-V/def2-TZVPD.

Last column: natural (NBO) charge in e.
Cartesian coordinates (Å):
C: -1.023 -0.255 1.242  0.14
C: -0.613 1.320 -0.456  -0.39
C: 1.362 0.316 0.625  -0.46
C: -0.092 -1.138 -0.702  0.11
N: 0.000 0.024 0.283  -0.39
O: -1.242 -1.210 -1.418  -0.66
Cl: -0.436 -0.733 2.701  0.22
H: 0.243 1.887 -0.846  0.24
H: -1.245 0.944 -1.320  0.27
H: -1.238 1.786 0.365  0.26
H: 1.775 0.650 -0.305  0.23
H: 1.518 1.045 1.313  0.24
H: 2.068 -0.554 0.940  0.26
H: -1.992 -1.006 -0.842  0.50
H: 0.833 -1.024 -1.455  0.23
H: 0.084 -2.053 -0.125  0.20

Results
**Energy above the lowest of the compared OMol25 structures with the same formula, charge and spin**: 115.88 kcal/mol
**HOMO level**: -14.7 eV
**F_max**: 4.8 eV Å⁻¹
**Gap between HOMO and LUMO**: 8.774 eV
**LUMO level**: -5.93 eV
**Electronic energy**: -20342.356 eV
**Charge**: +1

# 2
An isolated ion of composition C4H9ClNO and charge +1. Source: the OMol25 dataset; level of theory: ωB97M-V/def2-TZVPD.

Last column: natural (NBO) charge in e.
Cartesian coordinates (Å):
O: 2.276 0.406 -0.267  -0.68
C: 1.023 0.159 0.274  0.08
C: -0.022 1.236 -0.030  -0.46
C: -1.346 0.544 0.239  -0.22
N: -1.057 -0.954 0.009  -0.53
C: 0.400 -1.092 -0.363  -0.08
Cl: 0.511 -1.095 -2.114  0.05
H: 2.934 0.557 0.413  0.50
H: 1.048 -0.028 1.355  0.19
H: 0.099 2.126 0.581  0.26
H: 0.075 1.525 -1.075  0.25
H: -1.675 0.634 1.271  0.23
H: -2.154 0.840 -0.422  0.25
H: -1.634 -1.343 -0.739  0.46
H: -1.262 -1.479 0.859  0.44
H: 0.785 -2.036 0.009  0.25

Results
**Energy above the lowest of the compared OMol25 structures with the same formula, charge and spin**: 4.16 kcal/mol
**HOMO level**: -14.9 eV
**F_max**: 0.2 eV Å⁻¹
**Gap between HOMO and LUMO**: 11.404 eV
**LUMO level**: -3.54 eV
**SMILES**: O[C@H]1CC[NH2+][C@H]1Cl
**Electronic energy**: -20347.201 eV
**Charge**: +1

# 3
C4H9ClSi in the gas phase in a non-equilibrium geometry. Source: the OMol25 dataset; level of theory: ωB97M-V/def2-TZVPD.

Last column: natural (NBO) charge in e.
Cartesian coordinates (Å):
C: 1.211 -0.445 0.293  -0.69
C: 2.850 0.115 -0.244  -0.26
C: -1.580 -1.298 -0.707  -1.06
C: -1.146 1.254 0.980  -1.07
Si: -0.346 0.122 -0.381  1.33
Cl: 4.269 -0.215 0.406  0.12
H: 1.522 -1.224 0.983  0.22
H: 2.916 0.727 -1.183  0.20
H: -2.402 -0.855 -1.089  0.22
H: -1.385 -2.120 -1.360  0.23
H: -1.830 -1.698 0.294  0.22
H: -1.419 0.987 2.041  0.24
H: -0.307 1.860 1.032  0.22
H: -1.894 1.940 0.611  0.23
H: -0.460 0.849 -1.676  -0.17

Results
**Energy above the lowest of the compared OMol25 structures with the same formula, charge and spin**: 132.59 kcal/mol
**HOMO level (spin up / spin down)**: -8.3 / -8.7 eV
**F_max**: 8.7 eV Å⁻¹
**Gap between HOMO and LUMO (spin up / spin down)**: 7.940 / 8.798 eV
**LUMO level (spin up / spin down)**: -0.38 / 0.06 eV
**SMILES**: C[SiH](C)/C=C/Cl
**Electronic energy**: -24689.708 eV

# 4
C4H9F in the gas phase in a non-equilibrium geometry. Source: the OMol25 dataset; level of theory: ωB97M-V/def2-TZVPD.

Last column: natural (NBO) charge in e.
Cartesian coordinates (Å):
C: -0.084 -0.956 1.298  -0.60
C: 0.337 0.042 0.308  -0.30
C: 0.698 1.325 1.058  -0.61
C: -0.621 0.232 -0.867  0.07
H: -0.923 -0.598 1.944  0.20
H: 0.688 -1.398 1.949  0.22
H: -0.484 -1.804 0.748  0.21
H: 1.209 -0.285 -0.238  0.22
H: -0.066 1.655 1.740  0.21
H: 1.035 2.195 0.479  0.21
H: 1.609 1.177 1.725  0.21
H: -0.638 1.264 -1.319  0.17
H: -1.753 -0.123 -0.715  0.16
F: -0.295 -0.660 -1.899  -0.39

Results
**Energy above the lowest of the compared OMol25 structures with the same formula, charge and spin**: 19.55 kcal/mol
**HOMO level**: -11.3 eV
**F_max**: 3.3 eV Å⁻¹
**Gap between HOMO and LUMO**: 12.402 eV
**LUMO level**: 1.11 eV
**SMILES**: CC(C)CF
**Electronic energy**: -7010.864 eV

# 5
A 2-piece molecular cluster, C4H9F2N overall in a non-equilibrium geometry. Source: the OMol25 dataset; level of theory: ωB97M-V/def2-TZVPD.

Last column: natural (NBO) charge in e.
Cartesian coordinates (Å):
C: 1.328 0.077 2.437  -0.86
C: -0.541 -1.898 -1.380  -0.66
C: -0.859 0.243 -0.144  0.07
C: -0.264 -0.388 -1.440  0.58
N: -1.701 1.189 -0.434  -0.72
F: -0.794 0.190 -2.587  -0.38
F: 1.068 -0.083 -1.525  -0.34
H: 1.435 1.029 1.921  0.22
H: 0.487 0.153 3.121  0.21
H: 0.918 -0.654 1.776  0.23
H: 0.313 -2.146 -0.759  0.24
H: -1.463 -2.084 -1.000  0.22
H: -0.401 -2.305 -2.359  0.22
H: 2.105 -0.253 3.141  0.21
H: -2.005 1.598 -1.439  0.38
H: -1.994 1.746 0.279  0.38

Results
**Energy above the lowest of the compared OMol25 structures with the same formula, charge and spin**: 52.42 kcal/mol
**HOMO level**: -9.0 eV
**F_max**: 4.7 eV Å⁻¹
**Gap between HOMO and LUMO**: 9.879 eV
**LUMO level**: 0.90 eV
**Electronic energy**: -11216.589 eV

# 6
An isolated ion of composition C4H9F4N4 and charge +1 in a non-equilibrium geometry. Source: the OMol25 dataset; level of theory: ωB97M-V/def2-TZVPD.

Last column: natural (NBO) charge in e.
Cartesian coordinates (Å):
C: 0.752 -0.276 1.498  -0.25
C: 0.785 -0.563 -1.051  -0.29
C: -1.178 0.232 0.210  -0.02
C: 1.702 -0.080 0.208  0.13
N: -0.416 0.582 1.327  -0.58
N: 1.974 1.356 0.073  0.25
N: 2.925 -0.803 0.416  0.31
N: -0.315 0.420 -1.146  -0.56
F: 2.717 1.858 1.145  -0.19
F: 2.671 1.684 -1.064  -0.19
F: 2.643 -2.134 0.713  -0.22
F: 3.535 -0.997 -0.810  -0.21
H: 0.357 -1.184 1.759  0.24
H: 1.079 0.177 2.458  0.27
H: 1.533 -0.531 -1.977  0.29
H: 0.573 -1.612 -0.689  0.27
H: -1.601 -0.795 -0.031  0.22
H: -1.973 0.840 -0.023  0.22
H: -0.301 1.580 1.445  0.41
H: -0.011 1.360 -1.188  0.44
H: -0.715 0.125 -2.043  0.45

Results
**HOMO level**: -14.8 eV
**F_max**: 5.2 eV Å⁻¹
**Gap between HOMO and LUMO**: 11.305 eV
**LUMO level**: -3.48 eV
**SMILES**: FN(F)C1(N(F)F)CNC[NH2+]C1
**Electronic energy**: -21108.323 eV
**Charge**: +1

# 7
C4H9FN2S as an isolated structure in a non-equilibrium geometry. Source: the OMol25 dataset; level of theory: ωB97M-V/def2-TZVPD.

Last column: natural (NBO) charge in e.
Cartesian coordinates (Å):
C: -3.142 -0.226 -0.442  -0.46
C: -1.276 0.559 0.829  -0.24
C: -0.097 0.662 -0.214  0.14
C: 1.052 -0.331 -0.175  0.08
H: -4.262 0.174 0.205  0.18
H: -3.107 0.733 -1.388  0.25
H: -3.364 -1.383 -0.972  0.21
H: -2.294 -1.452 1.197  0.41
H: -1.785 1.432 0.867  0.21
H: -0.944 0.484 1.894  0.21
H: -0.556 0.671 -1.162  0.19
H: -0.475 -1.720 -0.405  0.41
H: 1.120 -2.420 -0.220  0.41
N: -2.022 -0.642 0.390  -0.71
N: 0.599 -1.577 -0.308  -0.78
F: 0.421 1.968 -0.305  -0.36
S: 2.663 -0.167 0.135  -0.15

Results
**Energy above the lowest of the compared OMol25 structures with the same formula, charge and spin**: 92.89 kcal/mol
**HOMO level**: -8.2 eV
**F_max**: 5.2 eV Å⁻¹
**Gap between HOMO and LUMO**: 8.617 eV
**LUMO level**: 0.42 eV
**Electronic energy**: -20823.092 eV

# 8
C4H9FO2 in the gas phase in a non-equilibrium geometry. Source: the OMol25 dataset; level of theory: ωB97M-V/def2-TZVPD.

Last column: natural (NBO) charge in e.
Cartesian coordinates (Å):
C: -2.355 -0.451 -0.120  -0.27
C: -0.512 0.942 0.315  0.25
C: 1.839 0.483 0.107  -0.09
C: 1.660 -0.854 -0.458  0.00
H: -2.651 -1.162 -0.881  0.20
H: -2.118 -1.129 0.800  0.18
H: -3.250 0.251 0.018  0.18
H: -1.044 1.965 0.405  0.14
H: -0.219 0.423 1.353  0.13
H: 2.693 0.864 -0.195  0.18
H: 1.741 0.517 1.258  0.18
H: 2.660 -1.288 -0.461  0.17
H: 1.404 -0.687 -1.560  0.19
O: -1.115 0.167 -0.511  -0.54
O: 0.675 1.253 -0.394  -0.55
F: 0.594 -1.295 0.325  -0.36

Results
**Energy above the lowest of the compared OMol25 structures with the same formula, charge and spin**: 66.73 kcal/mol
**HOMO level**: -9.5 eV
**F_max**: 6.7 eV Å⁻¹
**Gap between HOMO and LUMO**: 10.634 eV
**LUMO level**: 1.13 eV
**SMILES**: COCOCCF
**Electronic energy**: -11103.116 eV

The lowest electronic energy belongs to which entry?
C4H9ClSi

Among the records above, which one has the lowest electronic energy?
C4H9ClSi

Among the records above, which one has the lowest electronic energy?
C4H9ClSi

Repeat the second record exactly.
An isolated ion of composition C4H9ClNO and charge +1. Source: the OMol25 dataset; level of theory: ωB97M-V/def2-TZVPD.

Last column: natural (NBO) charge in e.
Cartesian coordinates (Å):
O: 2.276 0.406 -0.267  -0.68
C: 1.023 0.159 0.274  0.08
C: -0.022 1.236 -0.030  -0.46
C: -1.346 0.544 0.239  -0.22
N: -1.057 -0.954 0.009  -0.53
C: 0.400 -1.092 -0.363  -0.08
Cl: 0.511 -1.095 -2.114  0.05
H: 2.934 0.557 0.413  0.50
H: 1.048 -0.028 1.355  0.19
H: 0.099 2.126 0.581  0.26
H: 0.075 1.525 -1.075  0.25
H: -1.675 0.634 1.271  0.23
H: -2.154 0.840 -0.422  0.25
H: -1.634 -1.343 -0.739  0.46
H: -1.262 -1.479 0.859  0.44
H: 0.785 -2.036 0.009  0.25

Results
**Energy above the lowest of the compared OMol25 structures with the same formula, charge and spin**: 4.16 kcal/mol
**HOMO level**: -14.9 eV
**F_max**: 0.2 eV Å⁻¹
**Gap between HOMO and LUMO**: 11.404 eV
**LUMO level**: -3.54 eV
**SMILES**: O[C@H]1CC[NH2+][C@H]1Cl
**Electronic energy**: -20347.201 eV
**Charge**: +1